--- P ---
The following is a quantum chemistry calculation of one molecule with the formula C4H10N2O2, from the Open Molecules 2025 dataset.

total charge: 0
frontier orbital gap (spin up / spin down): 0.2999 / 0.3001 hartree
E_HOMO (spin up / spin down): -8.411 / -8.414 eV

Last column: natural (NBO) charge in e.
Cartesian coordinates (Å):
C -0.252 0.067 1.071  0.13
C 0.927 0.867 -1.793  -0.42
C -1.086 0.969 1.878  -0.72
N 0.800 -0.034 -0.655  -0.23
C -0.747 -0.381 -0.252  0.63
N 1.585 -1.198 -0.749  -0.65
O -1.077 -1.827 0.228  -0.81
O -1.578 0.129 -1.010  -0.75
H -2.033 -1.789 0.377  0.48
H 0.488 -0.537 1.590  0.20
H 1.422 -1.949 -0.085  0.38
H 2.592 -1.070 -0.665  0.35
H 0.287 1.732 -1.643  0.24
H 0.595 0.384 -2.718  0.22
H 1.977 1.129 -1.925  0.19
H -1.598 0.380 2.650  0.26
H -1.844 1.458 1.268  0.25
H -0.458 1.671 2.433  0.24

---

--- Q ---
The following is a quantum chemistry calculation of a 2-piece molecular cluster, C4H10N2O2 overall, from the Open Molecules 2025 dataset.

SMILES string: CC(N)=O.CC(N)=O
total charge: 0
frontier orbital gap: 0.3749 hartree
E_HOMO: -9.682 eV

Last column: natural (NBO) charge in e.
Cartesian coordinates (Å):
C -0.814 -0.374 1.183  -0.73
C -1.398 1.002 0.953  0.67
N -1.866 1.606 2.068  -0.81
O -1.491 1.494 -0.171  -0.64
H -0.712 -0.432 2.233  0.21
H 0.266 -0.149 0.876  0.23
H -1.036 -1.211 0.533  0.28
H -1.907 2.615 2.070  0.40
H -1.588 1.198 2.996  0.39
C 2.076 -0.639 -0.928  -0.73
C 1.090 -1.075 -1.948  0.67
N -0.157 -0.386 -1.711  -0.88
O 1.276 -1.951 -2.740  -0.59
H 2.060 -1.325 -0.027  0.24
H 1.970 0.344 -0.501  0.21
H 3.245 -0.612 -1.397  0.24
H -0.885 -0.463 -2.458  0.41
H -0.127 0.359 -1.030  0.41

---

--- R ---
The following is a quantum chemistry calculation of one molecule with the formula C4H10N2O2, from the Open Molecules 2025 dataset.

SMILES string: CC[C@](C)(N)[N+](=O)[O-]
total charge: 0
frontier orbital gap: 0.3860 hartree
E_HOMO: -10.114 eV

Last column: natural (NBO) charge in e.
Cartesian coordinates (Å):
C -0.955 1.763 -0.305  -0.63
C -0.077 0.611 -0.767  -0.36
C -0.155 -0.974 -0.064  0.20
C 0.557 -0.833 1.305  -0.65
N 0.442 -1.889 -0.965  -0.81
N -1.556 -1.407 0.182  0.50
O -1.986 -2.334 -0.495  -0.41
O -2.193 -0.834 1.007  -0.37
H -0.565 2.269 0.492  0.21
H -1.848 1.362 0.110  0.23
H -1.022 2.434 -1.151  0.22
H -0.119 0.384 -1.809  0.20
H 0.957 0.916 -0.542  0.21
H 0.625 -1.785 1.803  0.22
H -0.094 -0.186 2.014  0.24
H 1.436 -0.128 1.306  0.24
H -0.292 -1.887 -1.648  0.38
H 0.541 -2.706 -0.373  0.37

---

--- S ---
The following is a quantum chemistry calculation of one molecule with the formula C4H10N2O2, from the Open Molecules 2025 dataset.

total charge: 0
frontier orbital gap: 0.1805 hartree
E_HOMO: -8.868 eV

Last column: natural (NBO) charge in e.
Cartesian coordinates (Å):
O 2.427 -0.217 0.860  -0.59
C 2.309 0.458 -0.294  0.06
N 0.915 0.897 -0.686  -0.42
C -0.038 -0.176 -0.683  -0.03
C -1.488 0.310 -0.957  -0.07
O -2.162 0.991 -0.006  -0.60
C -0.262 -0.810 0.744  -0.21
N -1.582 -1.335 1.044  -0.73
H 2.746 1.480 -0.231  0.17
H 0.567 1.706 -0.023  0.39
H 0.313 -0.863 -1.492  0.23
H -2.003 -0.622 -1.237  0.17
H -1.365 0.886 -1.919  0.20
H -1.784 -2.259 0.602  0.37
H 2.793 0.010 -1.173  0.14
H 0.515 -1.564 0.903  0.27
H -0.075 -0.003 1.480  0.24
H -2.280 -0.587 0.884  0.42

---

The structure with the greatest stability is Q.

---

--- P ---
The following is a quantum chemistry calculation of a 2-piece molecular cluster, C4H10N2O2 overall, from the Open Molecules 2025 dataset.

SMILES string: CC(N)=O.CC(N)=O
total charge: 0
frontier orbital gap: 0.3904 hartree
E_HOMO: -9.797 eV

Last column: natural (NBO) charge in e.
Cartesian coordinates (Å):
C 0.857 2.663 1.885  -0.72
C 0.127 1.747 0.949  0.68
N 0.625 0.462 1.015  -0.82
O -0.713 2.046 0.126  -0.62
H 0.201 2.916 2.728  0.24
H 1.382 3.503 1.442  0.24
H 1.675 2.177 2.434  0.21
H 0.060 -0.198 0.507  0.39
H 1.354 0.077 1.577  0.40
C -0.736 -0.787 -1.934  -0.76
C -0.042 -1.889 -1.224  0.66
N -0.885 -2.885 -0.752  -0.83
O 1.065 -1.826 -0.710  -0.61
H -0.115 -0.075 -2.484  0.25
H -1.279 -0.144 -1.242  0.27
H -1.392 -1.044 -2.778  0.23
H -0.411 -3.671 -0.348  0.40
H -1.773 -3.072 -1.190  0.39

---

--- Q ---
The following is a quantum chemistry calculation of one molecule with the formula C4H10N2O2, from the Open Molecules 2025 dataset.

SMILES string: NCNC(=O)CCO
total charge: 0
frontier orbital gap: 0.3678 hartree
E_HOMO: -9.275 eV

Last column: natural (NBO) charge in e.
Cartesian coordinates (Å):
N 0.766 1.583 -2.448  -0.86
C 0.842 1.661 -1.029  -0.05
N 0.870 0.334 -0.369  -0.64
C 0.298 0.209 0.861  0.67
O -0.017 1.169 1.546  -0.63
C 0.144 -1.202 1.401  -0.52
C -1.199 -1.798 1.026  -0.06
O -1.527 -1.656 -0.369  -0.73
H -0.016 1.162 -2.914  0.37
H 1.619 1.588 -2.972  0.38
H 1.689 2.301 -0.833  0.19
H -0.041 2.088 -0.622  0.19
H 0.705 -0.446 -0.992  0.40
H 0.950 -1.818 1.010  0.22
H 0.201 -1.125 2.485  0.24
H -2.000 -1.342 1.615  0.17
H -1.259 -2.874 1.191  0.19
H -1.901 -0.777 -0.466  0.46

---

--- R ---
The following is a quantum chemistry calculation of a 2-piece molecular cluster, C4H10N2O2 overall, from the Open Molecules 2025 dataset.

SMILES string: C/C(O)=C\N.C=NO
total charge: 0
frontier orbital gap: 0.2917 hartree
E_HOMO: -7.134 eV

Last column: natural (NBO) charge in e.
Cartesian coordinates (Å):
C 1.501 -0.923 0.802  -0.68
C 0.010 -0.826 0.726  0.21
O -0.633 -1.835 0.032  -0.70
C -0.745 0.209 1.118  -0.06
N -0.306 1.328 1.831  -0.82
H 1.937 -0.743 -0.182  0.22
H 1.912 -0.187 1.488  0.22
H 1.801 -1.907 1.150  0.21
H 0.025 -2.478 -0.252  0.47
H -1.811 0.136 0.993  0.20
H 0.669 1.556 1.668  0.36
H -0.898 2.129 1.682  0.37
C -1.292 0.098 -2.098  -0.13
N -0.721 1.001 -1.431  -0.13
O 0.708 1.120 -1.629  -0.60
H -0.790 -0.545 -2.817  0.17
H -2.332 -0.080 -1.891  0.20
H 0.964 1.946 -1.192  0.47

---

--- S ---
The following is a quantum chemistry calculation of a 2-piece molecular cluster, C4H10N2O2 overall, from the Open Molecules 2025 dataset.

SMILES string: [H]/N=C(\C)OC.CN=O
total charge: 0
frontier orbital gap: 0.3431 hartree
E_HOMO: -9.051 eV

Last column: natural (NBO) charge in e.
Cartesian coordinates (Å):
H 0.837 -2.090 -2.166  0.37
N 0.633 -1.730 -1.243  -0.69
C 0.205 -0.566 -1.155  0.62
C -0.003 0.477 -2.204  -0.72
O -0.674 -0.279 0.108  -0.59
C -1.201 -1.419 0.751  -0.26
H 0.955 0.988 -2.328  0.25
H -0.721 1.229 -1.892  0.25
H -0.244 0.009 -3.157  0.23
H -0.532 -1.756 1.547  0.17
H -2.161 -1.147 1.193  0.18
H -1.336 -2.278 0.088  0.19
C 0.527 1.429 2.131  -0.51
N 1.261 0.858 1.020  0.17
O 1.456 1.639 0.073  -0.34
H 0.171 2.452 1.990  0.20
H -0.372 0.823 2.255  0.24
H 1.201 1.361 2.988  0.22

---

The structure with the greatest stability is P.

---

--- P ---
The following is a quantum chemistry calculation of one molecule with the formula C4H10N2O2, from the Open Molecules 2025 dataset.

total charge: 0
frontier orbital gap: 0.3140 hartree
E_HOMO: -7.906 eV

Last column: natural (NBO) charge in e.
Cartesian coordinates (Å):
C 0.627 0.186 -1.677  -0.62
C 0.588 -0.098 0.865  0.66
N 0.582 -0.987 1.881  -0.77
N 1.392 0.976 0.976  -0.77
C 0.092 -0.573 -0.475  -0.35
H 1.210 1.699 0.295  0.42
H 1.556 1.339 1.905  0.39
H -0.072 -1.750 1.790  0.41
H 0.667 -0.635 2.823  0.39
H 0.288 -1.644 -0.584  0.21
H 0.173 -0.224 -2.578  0.24
H 0.341 1.239 -1.632  0.21
H 1.713 0.112 -1.762  0.21
C -1.431 -0.244 -0.151  0.42
O -2.193 0.010 -1.329  -0.75
O -1.338 0.793 0.694  -0.85
H -2.310 0.969 -1.326  0.48
H -1.885 -1.165 0.285  0.08

---

--- Q ---
The following is a quantum chemistry calculation of a 3-piece molecular cluster, C4H10N2O2 overall, from the Open Molecules 2025 dataset.

total charge: 0
frontier orbital gap: 0.1663 hartree
E_HOMO: -8.538 eV

Last column: natural (NBO) charge in e.
Cartesian coordinates (Å):
N -0.196 1.472 -1.870  -0.30
C 0.814 0.968 -1.019  -0.36
C 0.331 -0.495 -0.432  -0.25
N -1.095 -0.707 -0.408  -0.64
C -1.944 -0.629 0.910  -0.14
C -1.307 -0.823 2.197  0.32
O -0.203 -0.380 2.510  -0.51
O 3.145 -0.411 -0.382  -0.84
H -1.883 -1.283 3.057  0.14
H 3.985 -0.601 -0.851  0.43
H 0.050 2.446 -2.014  0.33
H 1.862 0.759 -1.416  0.37
H 0.930 1.536 -0.091  0.29
H 0.830 -0.641 0.551  0.26
H 0.802 -1.226 -1.071  0.22
H -1.531 0.043 -0.973  0.38
H -1.758 1.131 0.616  0.10
H -2.832 -1.158 0.686  0.22

---

The structure with the greatest stability is P.

---

--- P ---
The following is a quantum chemistry calculation of a 2-piece molecular cluster, C6H10N4 overall, from the Open Molecules 2025 dataset.

total charge: 0
frontier orbital gap (spin up / spin down): 0.3008 / 0.3196 hartree
E_HOMO (spin up / spin down): -7.565 / -7.993 eV

Last column: natural (NBO) charge in e.
Cartesian coordinates (Å):
C 3.096 0.668 0.018  -0.09
C 3.166 -0.611 0.518  -0.13
C 1.189 -0.054 -0.268  0.33
C -1.825 0.568 0.804  -0.45
C -1.310 0.994 -0.579  -0.23
C -2.537 -0.714 0.363  -0.29
N 1.931 0.973 -0.535  -0.53
N 1.908 -1.047 0.358  -0.56
N -0.736 -0.308 -0.998  -0.28
N -1.790 -1.194 -0.818  -0.30
H 3.809 1.424 0.022  0.20
H 3.935 -1.211 0.940  0.22
H -0.876 0.464 1.276  0.22
H -2.329 1.408 1.323  0.23
H -2.160 1.253 -1.349  0.20
H -0.503 1.805 -0.595  0.24
H -2.665 -1.485 1.048  0.20
H -3.547 -0.490 0.117  0.19
H 1.658 -1.983 0.316  0.41
H -0.413 -0.461 -1.960  0.42

---

--- Q ---
The following is a quantum chemistry calculation of one molecule with the formula C6H10N4, from the Open Molecules 2025 dataset.

SMILES string: Nc1cc(N)c(N)cc1N
total charge: 0
frontier orbital gap: 0.2840 hartree
E_HOMO: -6.752 eV

Last column: natural (NBO) charge in e.
Cartesian coordinates (Å):
N 2.420 1.331 -0.359  -0.82
C 1.187 0.700 -0.089  0.11
C -0.040 1.365 -0.167  -0.27
C -1.270 0.680 -0.211  0.10
N -2.462 1.373 0.017  -0.85
C -1.200 -0.708 -0.254  0.10
N -2.431 -1.431 -0.270  -0.80
C 0.014 -1.418 -0.356  -0.26
C 1.193 -0.720 -0.094  0.12
N 2.430 -1.299 0.060  -0.82
H 2.555 2.473 -0.107  0.38
H 3.226 0.732 -0.053  0.39
H 0.029 2.452 0.054  0.19
H -2.279 2.381 -0.099  0.39
H -3.007 0.972 0.888  0.38
H -3.220 -0.889 -0.127  0.36
H -2.438 -2.061 0.565  0.35
H 0.060 -2.526 -0.293  0.21
H 2.882 -1.067 0.903  0.37
H 2.353 -2.341 -0.008  0.37

---

The structure with the greatest stability is Q.